12
Properties=species:S:1:pos:R:3 method="wB97M-V/def2-TZVPD" total_energy_ev=-18478.4248 orbital_gap_ha=0.370 total_charge=+1 relative_energy_ev=1.915
N 0.274 -2.139 0.428
C 0.166 -0.955 -0.083
O 0.260 -0.832 -1.370
N 0.203 0.114 0.659
N 0.022 1.528 -0.353
S -0.924 2.727 0.245
H 0.347 -2.084 1.518
H 0.466 -2.939 -0.145
H 0.362 0.149 -1.563
H -0.252 0.092 1.628
H 1.075 1.590 -0.382
H -1.998 2.749 -0.583